Entry from the OMol25 dataset: a molecular structure, C15H41BrInNO9PS6 at a distorted geometry (ωB97M-V/def2-TZVPD).

```
75
Properties=species:S:1:pos:R:3:forces:R:3
N 1.1203 -3.8583 -1.2713 0.932 9.308 -6.086
C 1.2118 -2.7698 -1.9953 -1.194 -3.888 1.721
O 1.2019 -1.6014 -2.9029 0.643 -5.543 4.238
In -0.7216 -0.7903 -3.0966 -1.697 0.528 -0.289
Br -0.7036 1.2661 -4.7328 0.223 -0.951 0.474
C -2.2541 -2.3493 -3.7798 -2.138 -1.547 0.665
C -3.1807 -2.6750 -2.4276 -3.371 3.460 -1.790
O -4.3452 -2.0101 -2.2568 6.655 -4.110 -0.451
P -1.5648 0.1253 -0.8307 1.853 2.142 0.076
O -0.6258 1.3087 -0.3617 -1.835 -2.050 -0.360
H -1.7396 -3.3474 -4.1815 -1.070 2.109 0.969
H -2.9955 -1.9018 -4.6015 1.791 -0.976 1.823
H -2.7301 -3.4456 -1.6619 -1.086 1.435 -1.086
H -1.6439 -0.9147 0.1727 -0.418 0.646 -0.840
H -2.9331 0.5764 -1.1206 0.834 -0.543 0.486
C -1.2147 0.7599 4.0126 -0.067 0.157 -0.100
S -0.6056 -0.5733 2.9521 -0.181 0.140 0.057
O -1.7464 -1.0173 2.0858 0.213 -0.069 0.904
C -0.4201 -1.7929 4.2751 0.027 -0.185 0.056
H -1.4377 1.6273 3.3867 0.032 -0.231 -0.134
H -2.1245 0.4421 4.5280 0.063 -0.100 -0.091
H -0.4454 1.0282 4.7405 -0.147 -0.150 -0.257
H -1.3790 -1.9529 4.7738 0.022 0.083 -0.088
H 0.3233 -1.4411 4.9945 -0.133 0.099 -0.136
H -0.0796 -2.7334 3.8349 -0.080 0.175 -0.113
C 0.8646 5.7876 -3.6328 0.131 0.003 -0.120
S -0.8440 5.5793 -3.0756 -0.241 -0.983 -0.173
O -1.2702 4.1881 -3.4389 0.267 1.304 0.191
C -1.5735 6.7062 -4.2881 -0.029 0.101 -0.167
H 1.5071 5.1384 -3.0332 -0.222 0.024 -0.032
H 0.9511 5.5096 -4.6862 -0.095 -0.044 0.099
H 1.1704 6.8271 -3.4928 -0.068 -0.035 0.035
H -1.3363 6.3710 -5.3006 0.008 -0.067 0.108
H -1.1879 7.7157 -4.1266 -0.006 -0.064 0.036
H -2.6578 6.7079 -4.1519 0.177 -0.095 0.074
C 1.0171 2.2117 8.3298 -0.160 0.038 0.033
S 1.6262 0.8784 7.2694 -0.107 -0.016 -0.108
O 0.4854 0.4345 6.4031 0.519 0.107 0.840
C 1.8117 -0.3412 8.5924 -0.108 -0.115 0.056
H 0.7942 3.0791 7.7040 0.093 -0.193 -0.024
H 0.1074 1.8938 8.8453 0.071 -0.057 -0.092
H 1.7864 2.4800 9.0578 -0.001 -0.063 -0.113
H 0.8528 -0.5011 9.0911 0.029 0.060 -0.097
H 2.5552 0.0106 9.3117 -0.034 0.025 -0.120
H 2.1523 -1.2817 8.1522 -0.038 0.200 -0.046
C 0.5341 5.3176 2.9232 0.014 0.164 0.029
S 1.2361 3.6704 3.1818 0.307 -0.046 -0.458
O 2.7010 3.8422 3.4534 -0.410 0.113 0.003
C 1.0611 3.1226 1.4667 0.013 0.051 0.179
H 0.5756 5.8652 3.8678 0.038 -0.138 -0.067
H 1.1112 5.8559 2.1671 0.007 -0.129 0.047
H -0.5070 5.2253 2.6050 0.092 -0.073 0.017
H 1.6059 3.7964 0.8012 0.010 0.029 0.168
H 0.0027 3.1019 1.1962 0.102 -0.197 -0.033
H 1.4755 2.1151 1.3802 -0.191 0.138 0.075
C 3.8984 -3.9061 0.5377 0.119 -0.011 0.005
S 5.5660 -4.5636 0.7827 -0.186 0.298 0.283
O 5.9973 -4.1932 2.1704 -0.072 -0.059 -0.490
C 6.3838 -3.4275 -0.3629 0.102 0.103 -0.022
H 3.2116 -4.4480 1.1923 0.171 0.009 -0.121
H 3.8748 -2.8428 0.7890 0.094 -0.102 -0.004
H 3.5971 -4.0526 -0.5022 -0.013 -0.026 0.144
H 6.2066 -2.3941 -0.0555 -0.049 -0.118 0.046
H 6.0012 -3.5897 -1.3735 -0.021 -0.032 0.114
H 7.4574 -3.6311 -0.3465 -0.164 -0.058 0.075
C -3.7400 -5.1307 -6.1549 -0.098 -0.017 0.093
S -2.9996 -4.2710 -7.5642 0.018 0.708 0.291
O -2.9249 -2.8144 -7.2151 -0.185 -0.943 -0.298
C -4.4079 -4.4923 -8.6775 -0.157 0.026 -0.067
H -3.0428 -5.0852 -5.3149 -0.042 0.091 -0.192
H -4.6786 -4.6472 -5.8728 0.122 0.055 -0.055
H -3.9205 -6.1756 -6.4181 0.057 0.065 -0.055
H -5.3049 -4.0481 -8.2394 0.123 0.009 0.038
H -4.5666 -5.5582 -8.8583 0.066 0.057 0.036
H -4.1833 -3.9952 -9.6245 0.078 -0.037 0.188
```
Positions in Å, forces in eV/Å.

Total charge   -1
Electronic energy   -185648.305 eV
HOMO level   -4.86 eV
F_max   0.2170 Eh/bohr



Entry from the OMol25 dataset: 2 unconnected molecules or ions with the total composition C3H6N4O3 at a distorted geometry (ωB97M-V/def2-TZVPD).

```
16
Properties=species:S:1:pos:R:3:forces:R:3
N -1.9036 -1.4521 4.9694 0.594 -0.178 0.974
C -2.3729 -0.8643 3.8756 -0.234 0.485 -1.771
N -1.6886 -0.4058 2.8491 0.502 -0.763 0.429
C -2.6723 -0.1668 1.9378 -0.832 0.240 0.333
N -2.3429 0.0573 0.6161 -1.231 1.033 -2.549
C -3.2744 0.6668 -0.5740 -1.215 1.499 3.765
O -4.4574 0.8783 -0.4323 2.902 -1.153 -0.522
N -3.8928 -0.2723 2.3965 0.006 -0.307 -0.903
O -3.6855 -0.7981 3.6843 0.076 0.041 0.802
H -2.5224 -1.9307 5.6077 0.167 0.258 -0.185
H -0.8989 -1.5128 5.0930 -0.544 -0.032 -0.079
H -1.3587 0.2600 0.4747 -0.205 0.103 0.125
H -2.6147 1.2438 -1.2495 -0.081 -0.949 -0.174
H -2.4319 -1.4113 -0.5646 -2.060 -0.296 -4.445
O -2.9659 -1.4916 -1.5961 2.082 0.230 3.822
H -2.3126 -1.2830 -2.2806 0.073 -0.212 0.378
```
Positions in Å, forces in eV/Å.

Electronic energy   -15308.774 eV
Energy relative to the best compared isomer or geometry (same formula, charge and spin)   56.53 kcal per mole
SMILES string   Nc1nc(NC=O)no1.O
HOMO level   -9.00 eV
F_max   0.0954 Eh/bohr



Entry from the OMol25 dataset: C5H9NO in the gas phase at a distorted geometry (ωB97M-V/def2-TZVPD).

```
16
Properties=species:S:1:pos:R:3:forces:R:3
C -1.9356 -0.4084 -0.0531 0.004 -0.128 0.064
C -1.1679 0.5720 0.8094 0.079 0.312 -0.518
N -0.3255 0.2324 1.9247 1.211 0.533 -0.116
C 0.2387 0.8551 0.5314 -0.560 0.764 -0.972
C 0.8527 0.0287 -0.5820 -0.030 0.286 -0.018
C 2.2092 -0.5177 -0.6283 0.262 0.147 0.015
O 1.0810 -1.3575 -0.4161 -0.095 -0.080 0.142
H -2.0968 0.0376 -1.0450 0.005 -0.109 0.182
H -2.9185 -0.6149 0.3780 0.132 -0.020 -0.001
H -1.3931 -1.3490 -0.1704 -0.092 0.088 0.015
H -1.7201 1.5020 0.9858 -0.079 -0.345 0.262
H 0.6995 0.0168 1.6496 -0.921 -1.554 0.816
H 0.5756 1.8770 0.6073 0.125 0.153 -0.062
H 0.3797 0.2805 -1.5358 0.149 -0.053 0.083
H 2.7087 -0.6337 -1.5907 -0.108 -0.002 0.183
H 2.8677 -0.4065 0.2318 -0.083 0.007 -0.076
```
Positions in Å, forces in eV/Å.

Electronic energy   -8863.891 eV
Energy relative to the best compared isomer or geometry (same formula, charge and spin)   122.73 kcal per mole
SMILES string   C[C@H]1N[C@H]1[C@H]1CO1
HOMO level   -8.82 eV
F_max   0.0386 Eh/bohr



Entry from the OMol25 dataset: a molecular structure, C19H39IrN2O2PSi2 at a distorted geometry (ωB97M-V/def2-TZVPD).

```
66
Properties=species:S:1:pos:R:3:forces:R:3
C -2.4639 2.0789 -1.5625 0.029 -0.143 -0.180
C -1.9166 1.1474 -2.6170 0.684 0.715 -0.604
N -1.3297 0.0313 -2.1252 -1.640 -0.614 -0.353
C -1.1845 -1.0558 -2.9282 0.080 0.307 -1.451
C -1.1294 -0.8204 -4.3006 0.183 -0.180 0.164
C -1.3681 0.4549 -4.8238 -0.091 -0.665 -0.229
C -1.8864 1.4378 -3.9864 0.080 -0.312 0.865
C -0.9809 -2.4722 -2.3885 -0.766 1.743 0.093
P -0.8305 -2.1390 -0.5295 0.009 -3.686 -2.314
H -2.1968 2.4134 -4.3534 -0.094 -0.260 0.062
H -0.8281 -1.6813 -4.9007 -0.287 0.461 -0.227
H -1.2147 0.6285 -5.8891 -0.122 0.048 0.264
C -0.3774 3.0258 -1.0094 0.375 0.239 0.215
C -2.0940 2.8910 0.6726 -0.111 -0.005 -0.111
H -0.0459 -2.8400 -2.8227 -0.018 0.240 0.410
H -3.3931 1.6747 -1.1433 0.128 -0.110 -0.122
H -2.6969 3.0632 -1.9860 0.038 -0.120 0.033
C 0.6368 -3.2539 -0.5984 0.291 -1.173 0.750
C -2.2236 -2.8100 0.2972 0.604 -1.829 -0.423
H 0.7887 -3.8745 0.2882 0.268 0.416 0.083
H 0.4200 -3.9528 -1.4217 0.245 0.118 0.673
H 1.5308 -2.6841 -0.8844 -0.201 -0.180 0.209
H -2.5438 -2.5264 1.2811 -0.111 0.216 0.211
H -3.5790 -1.9614 -0.4742 -1.802 0.909 -0.176
H -2.4807 -3.8138 -0.0366 -0.361 0.010 0.250
H -2.3082 3.9217 0.3667 -0.066 -0.083 0.265
H -3.0307 2.3840 0.9317 0.256 0.188 0.019
H -1.4111 2.8908 1.5224 -0.117 0.086 -0.002
H -0.7832 3.9946 -1.2983 0.065 0.149 -0.116
H 0.3612 3.1877 -0.2409 0.112 0.112 0.152
H 0.1047 2.5645 -1.8644 -0.133 -0.108 -0.144
C -1.8221 0.0557 1.5166 -5.239 0.588 5.744
O -2.5225 0.0352 2.4509 2.468 -0.192 -2.879
Ir -0.7736 0.0415 0.0027 3.037 1.735 -0.661
O -4.5306 -1.7130 -0.7557 2.302 -0.927 0.034
H -1.7119 -3.2660 -2.7121 0.081 1.205 0.450
H -4.6569 -2.4951 -1.3186 -0.840 0.287 -0.097
N -1.4616 2.2060 -0.4745 -1.214 0.407 -1.002
C 1.3196 0.0895 3.8232 -0.069 0.328 -0.143
Si 1.3041 -1.1140 2.3904 0.369 -0.955 1.829
C 2.8826 -2.1352 2.3265 0.093 0.084 -0.437
C 0.0177 -2.3903 2.9379 -0.613 -0.103 -0.539
C 1.1121 -0.1986 0.7158 1.593 0.519 -1.083
Si 2.3112 1.2902 0.7284 -2.349 0.233 -0.073
C 4.0325 0.9106 1.4533 2.916 0.238 0.644
C 2.6550 1.7579 -1.0639 1.056 -0.530 -1.068
C 1.6810 2.7368 1.7538 0.255 -0.015 0.919
H 1.2219 -0.4908 4.7508 0.024 0.068 -0.234
H 0.4712 0.7827 3.7858 0.095 -0.042 0.107
H 2.2386 0.6755 3.9146 -0.099 0.007 0.004
H 3.2667 -2.2788 3.3428 -0.156 0.082 -0.038
H 2.6896 -3.1296 1.9121 -0.020 0.102 0.051
H 3.6847 -1.6975 1.7324 0.056 -0.079 0.047
H 0.3117 -2.7042 3.9517 0.029 0.213 -0.281
H -1.0015 -1.9868 2.9921 0.236 -0.159 0.182
H 0.0016 -3.2970 2.3168 0.022 0.246 0.144
H 1.5921 -0.8600 -0.0392 0.092 0.331 0.274
H 4.5482 0.1297 0.8775 -0.595 0.089 -0.391
H 4.6329 1.8302 1.3707 -0.338 -0.075 -0.098
H 4.0219 0.6211 2.5123 -0.819 0.152 -0.111
H 3.6995 1.5057 -1.3072 -0.349 0.134 -0.100
H 2.5250 2.8373 -1.2284 0.032 -0.133 0.498
H 2.0014 1.2042 -1.7531 0.146 0.003 0.331
H 1.8035 3.6792 1.2008 0.249 -0.263 -0.094
H 0.6283 2.6315 2.0462 0.324 -0.181 -0.031
H 2.2813 2.8318 2.6719 -0.305 0.114 -0.162
```
Positions in Å, forces in eV/Å.

Total charge   +3
Spin multiplicity   7
Electronic energy   -55258.866 eV
HOMO level (spin up / spin down)   -15.98 / -18.54 eV
F_max   0.1516 Eh/bohr



Entry from the OMol25 dataset: a molecular structure, C5H5KO6 at a distorted geometry (ωB97M-V/def2-TZVPD).

```
17
Properties=species:S:1:pos:R:3:forces:R:3
C 4.3166 -1.9280 1.0230 0.302 -0.143 0.428
C 2.8937 -2.1087 0.4846 0.297 -1.454 -0.206
O 2.0233 -2.5324 1.2166 -0.174 0.735 -0.174
O 5.2594 -2.2020 0.3340 -0.638 0.287 0.071
H 4.3853 -1.7217 2.1108 0.033 0.103 -0.224
H 2.8088 -2.1751 -0.6176 -0.089 0.475 0.109
C -1.5107 1.1122 0.0614 0.769 0.769 0.083
C -1.9169 1.0152 -1.4518 0.021 0.063 -0.105
O -2.8065 2.1043 -1.5981 0.293 -0.645 -0.969
C -2.9652 2.7848 -0.4622 -1.591 1.300 0.541
O -2.2178 2.2472 0.5172 0.748 -0.319 0.506
O -3.7159 3.6983 -0.3140 0.835 -0.685 -0.211
O -1.7869 0.0257 0.7444 0.143 -0.751 0.125
H -2.4288 0.0705 -1.6602 0.057 0.231 0.006
H -1.0462 1.1416 -2.1012 -0.214 -0.028 0.090
K -0.9045 -2.8349 1.5540 0.183 0.175 -0.001
H -0.3877 1.3028 0.1591 -0.975 -0.113 -0.069
```
Positions in Å, forces in eV/Å.

Total charge   +1
Spin multiplicity   2
Electronic energy   -33867.531 eV
Energy relative to the best compared isomer or geometry (same formula, charge and spin)   2.20 kcal per mole
HOMO level (spin up / spin down)   -13.69 / -13.69 eV
F_max   0.0413 Eh/bohr



Entry from the OMol25 dataset: a molecular structure, C19H27NO4 at a distorted geometry (ωB97M-V/def2-TZVPD).

```
51
Properties=species:S:1:pos:R:3:forces:R:3
C -0.7815 -4.7748 0.1675 6.364 4.032 -9.246
C -1.3389 -3.7553 -0.9140 4.353 1.208 1.412
H -2.3707 -3.8184 -0.9174 -2.069 0.926 -0.046
H -0.8980 -3.8621 -1.9024 -0.130 -0.552 0.150
O -0.8667 -2.2206 -0.6036 -7.056 -3.005 2.523
C 0.3223 -1.8415 -0.7640 -5.466 6.280 3.667
O 1.0300 -2.4607 -1.3144 11.561 -10.164 -8.080
C 0.7358 -0.5029 -0.4533 -1.495 2.682 3.457
C 2.2748 -0.3452 -0.2168 -3.630 -5.927 5.018
N 2.4246 0.5064 0.9221 0.701 -1.829 1.357
C 3.0907 1.5899 0.8388 0.767 8.530 -7.013
O 3.3614 2.1461 -0.3795 -0.315 -3.003 4.290
C 3.2042 2.7299 1.8421 -4.477 -16.179 9.872
O 2.1071 2.8185 2.7764 -0.782 4.243 -4.210
C 1.3062 3.8279 1.9560 -1.325 2.152 11.892
H 0.8646 3.4375 1.2376 -3.069 -3.548 -7.252
H 0.2477 4.0640 2.7036 2.931 -0.716 -1.888
H 1.6908 4.8105 1.9447 1.144 0.631 -0.585
H 3.7708 3.3523 1.5580 6.802 9.621 -3.820
H 3.8981 2.0094 2.7936 -0.584 2.100 -2.758
C 2.1697 -0.0305 2.1890 -3.454 -1.604 6.003
H 2.0211 0.7102 3.1739 0.109 -1.136 -3.500
C 0.7912 -0.9206 2.1799 1.283 13.524 0.016
C -0.0697 -0.2193 1.1563 -0.071 -1.970 -4.495
H 0.1508 0.7679 0.9546 -0.775 2.696 1.154
H -1.1069 -0.6294 0.9101 1.379 1.068 0.903
H 0.8310 -1.7311 1.8348 1.681 -12.387 -4.387
H 0.2838 -0.9154 3.0350 -1.477 0.076 3.956
H 2.8561 -0.6834 2.7186 1.228 -0.365 -1.131
H 2.5597 0.0848 -1.0177 3.130 2.816 -5.311
H 2.7010 -1.4384 -0.0197 -0.425 2.535 -0.511
C 0.2599 0.4924 -1.5955 -5.504 -0.671 7.077
C -1.2963 0.2927 -1.8037 0.616 3.384 3.144
C -1.7341 -0.5718 -2.6850 3.254 -3.181 -1.875
C -3.0399 -0.8185 -2.9552 5.336 -8.216 -5.703
C -3.9241 -0.2238 -2.3887 -11.273 9.878 3.194
C -3.5018 1.0264 -1.8108 -4.258 2.108 5.725
C -2.3749 1.1983 -1.1031 5.511 -2.162 -4.811
C -1.8733 2.4090 -0.4591 -3.400 1.707 5.485
H -0.8820 2.8527 -0.6544 -0.863 -0.231 -0.539
H -2.8732 3.1809 -0.4820 3.229 -1.540 0.046
H -1.7903 2.1524 0.8415 -0.226 0.785 -3.692
H -4.2944 1.8053 -1.2140 1.183 -2.022 -2.456
H -5.0783 -0.0291 -2.6609 2.532 -1.786 0.496
H -3.1764 -1.6946 -3.5971 -0.461 0.284 0.006
H -1.0799 -1.3834 -3.1691 -0.225 1.802 0.658
H 0.3350 1.4951 -1.2450 1.022 0.746 -0.291
H 0.5655 0.2243 -2.4642 3.164 -1.192 -5.514
H -0.9447 -4.6096 1.0584 -2.163 2.192 8.830
H -0.9763 -5.7034 -0.0535 -1.786 -5.022 -1.518
H 0.4181 -4.8010 0.0517 -2.520 0.400 0.301
```
Positions in Å, forces in eV/Å.

Electronic energy   -29803.166 eV
Energy relative to the best compared isomer or geometry (same formula, charge and spin)   458.40 kcal per mole
HOMO level   -8.87 eV
F_max   0.3787 Eh/bohr